Arrangement one

This record from the Open Molecules 2025 dataset describes an isolated molecule of C6H10N2. The level of theory is ωB97M-V/def2-TZVPD.

Its HOMO-LUMO gap is 9.611 eV. The LUMO energy comes out at 0.89 eV. As for the structure (SMILES): C=C(C)/C=N\N=C\C.

```
18
Properties=species:S:1:pos:R:3:mulliken_charge:R:1
C -0.68 2.34 -2.03 -1.015
C -0.42 1.54 -0.97 0.920
C -1.09 1.58 0.33 -0.911
C 0.68 0.59 -1.40 -0.345
N 0.88 -0.49 -0.90 -0.340
N 0.35 -0.73 0.48 -0.227
C 0.85 -1.95 0.72 0.086
C 0.54 -2.67 1.99 -0.875
H -0.06 2.52 -2.81 0.347
H -1.62 3.04 -1.95 0.186
H -0.36 1.89 1.10 0.231
H -1.39 0.45 0.46 0.240
H -1.94 2.21 0.32 0.430
H 1.38 0.76 -2.30 0.248
H 1.27 -2.72 -0.12 0.264
H 1.48 -3.05 2.44 0.276
H 0.22 -1.72 2.71 0.230
H -0.09 -3.59 1.92 0.255
```

---

Arrangement two

This record from the Open Molecules 2025 dataset describes a structure of composition C6H10N2. The level of theory is ωB97M-V/def2-TZVPD.

Its HOMO-LUMO gap is 9.578 eV. The LUMO energy comes out at 0.54 eV.

```
18
Properties=species:S:1:pos:R:3:mulliken_charge:R:1
C 1.02 1.82 -0.14 -1.349
C 0.13 0.66 -0.08 0.497
C -0.62 -1.06 0.26 -0.296
C -1.87 -0.44 -0.12 -0.358
C -1.43 0.79 -0.36 -0.771
C 0.39 -0.76 -0.66 0.192
H 2.10 1.67 0.08 0.210
H 0.68 2.34 0.74 0.399
H 0.53 2.20 -1.13 0.281
H 0.88 -0.23 1.51 0.384
H -0.45 -1.93 0.86 0.492
H -2.78 -1.12 -0.21 0.338
H -2.01 1.62 -0.86 0.228
H 0.40 -1.18 -1.76 0.495
H 2.09 -1.31 -1.22 0.313
H 2.50 -0.32 0.58 0.291
N -0.17 0.15 1.25 -0.646
N 1.66 -1.26 -0.10 -0.700
```

---

Energies relative to the most stable structure, in hartree: arrangement one 0.0000; arrangement two 0.1297.

---

Arrangement one

This record from the Open Molecules 2025 dataset describes an isolated molecule of C6H10N2. The level of theory is ωB97M-V/def2-TZVPD.

Its HOMO-LUMO gap is 8.504 eV. The LUMO energy comes out at -0.01 eV. As for the structure (SMILES): [H]/N=C(\C=C=N)C(C)C.

```
18
Properties=species:S:1:pos:R:3:mulliken_charge:R:1
H -1.54 2.00 1.77 0.222
N -0.69 1.72 1.28 -0.638
C -0.75 0.63 0.62 0.614
C -1.93 -0.08 0.21 -0.932
C -1.71 -1.22 -0.43 0.497
N -1.72 -2.22 -1.07 -0.502
C 0.71 -0.15 0.18 0.371
C 1.82 0.57 0.96 -1.623
C 0.98 -0.04 -1.31 -1.283
H -2.91 0.19 0.58 0.358
H -2.57 -2.38 -1.61 0.313
H 0.75 -1.20 0.48 0.398
H 1.85 1.63 0.71 0.328
H 2.80 0.15 0.71 0.448
H 1.68 0.48 2.04 0.370
H 0.49 -0.83 -1.88 0.368
H 2.04 -0.18 -1.54 0.378
H 0.68 0.94 -1.70 0.313
```

---

Arrangement two

This record from the Open Molecules 2025 dataset describes an isolated molecule of C6H10N2. The level of theory is ωB97M-V/def2-TZVPD.

Its HOMO-LUMO gap is 9.773 eV. The LUMO energy comes out at 0.95 eV. As for the structure (SMILES): Cc1cc(C)n(C)n1.

```
18
Properties=species:S:1:pos:R:3:mulliken_charge:R:1
C -2.98 -0.03 0.02 -1.128
C -1.48 -0.09 0.00 0.646
C -0.57 -1.18 0.04 -0.735
C 0.72 -0.63 0.01 0.610
C 2.11 -1.25 0.07 -1.275
N 0.49 0.72 0.23 0.625
C 1.41 1.74 -0.07 -0.778
N -0.81 1.01 0.08 -1.022
H -3.42 -0.86 -0.43 0.355
H -3.37 0.11 1.07 0.204
H -3.28 0.85 -0.48 0.361
H -0.86 -2.19 -0.32 0.246
H 2.75 -0.84 -0.69 0.366
H 2.43 -1.15 1.10 0.304
H 1.94 -2.31 -0.14 0.329
H 1.15 2.58 0.65 0.255
H 1.22 1.98 -1.10 0.354
H 2.54 1.56 -0.03 0.283
```

---

Energies relative to the most stable structure, in hartree: arrangement one 0.0665; arrangement two 0.0000.

---

Arrangement one

This record from the Open Molecules 2025 dataset describes an isolated molecule of C6H10N2. The level of theory is ωB97M-V/def2-TZVPD.

Its HOMO-LUMO gap (alpha / beta) is 7.308 / 7.311 eV. The LUMO energy (alpha / beta) comes out at -0.52 / -0.52 eV. As for the structure (SMILES): [H]/N=C\C(C)=C(\N)C=C.

```
18
Properties=species:S:1:pos:R:3:mulliken_charge:R:1
H -2.50 -1.09 0.53 0.252
N -1.73 -1.56 1.00 -0.679
C -0.56 -1.22 0.49 -0.126
C 0.06 0.09 0.88 0.205
C 0.22 0.52 2.30 -1.329
C 0.23 0.79 -0.24 0.556
N 0.95 1.87 -0.59 -0.533
C -0.41 -0.27 -1.39 -0.345
C 0.30 -0.86 -2.37 -0.591
H 0.22 -1.99 0.32 0.288
H 0.26 1.61 2.41 0.360
H -0.62 0.14 2.89 0.343
H 1.13 0.10 2.72 0.286
H 0.78 2.24 -1.52 0.242
H 1.93 1.86 -0.32 0.217
H -1.42 0.08 -1.61 0.318
H 1.26 -1.32 -2.16 0.261
H -0.10 -0.99 -3.36 0.275
```

---

Arrangement two

This record from the Open Molecules 2025 dataset describes an isolated molecule of C6H10N2. The level of theory is ωB97M-V/def2-TZVPD.

Its HOMO-LUMO gap is 9.871 eV. The LUMO energy comes out at 1.05 eV. As for the structure (SMILES): N[C@H]1[C@H]2C=C[C@]1(N)C2.

```
18
Properties=species:S:1:pos:R:3:mulliken_charge:R:1
N 1.15 1.69 -0.03 -0.716
C 0.51 0.67 -0.77 -0.322
C 1.01 -0.79 -0.63 -0.470
C 0.96 -0.88 1.01 -0.469
C -0.29 -0.36 1.26 -0.751
C -0.79 0.03 -0.05 0.312
N -1.96 0.79 -0.08 -0.683
C -0.47 -1.34 -0.81 -0.624
H 2.12 1.43 -0.13 0.298
H 0.91 1.65 1.03 0.376
H 0.34 0.95 -1.76 0.567
H 1.88 -1.22 -1.08 0.462
H 1.79 -1.13 1.66 0.394
H -0.78 -0.55 2.23 0.295
H -2.03 1.31 0.83 0.321
H -2.71 0.09 0.02 0.333
H -0.82 -1.47 -1.81 0.373
H -0.64 -2.34 -0.28 0.304
```

---

Arrangement three

This record from the Open Molecules 2025 dataset describes an isolated molecule of C6H10N2. The level of theory is ωB97M-V/def2-TZVPD.

Its HOMO-LUMO gap is 8.872 eV. The LUMO energy comes out at 1.08 eV. As for the structure (SMILES): C=C1C(C)=CCN1N.

```
18
Properties=species:S:1:pos:R:3:mulliken_charge:R:1
C -1.40 0.74 -1.24 -1.108
C -0.45 0.20 -0.48 0.131
C -0.48 -0.29 0.87 1.037
C -1.69 -0.36 1.74 -1.308
C 0.77 -0.66 1.27 -0.749
C 1.83 -0.44 0.23 -0.371
N 1.03 -0.01 -0.91 0.357
N 1.58 0.58 -2.03 -0.864
H -1.15 1.30 -2.14 0.264
H -2.45 0.58 -1.05 0.244
H -2.61 -0.48 1.15 0.330
H -1.64 -1.22 2.42 0.348
H -1.78 0.54 2.35 0.253
H 0.97 -1.20 2.18 0.399
H 2.33 -1.39 -0.01 0.278
H 2.56 0.31 0.54 0.275
H 1.14 0.20 -2.86 0.248
H 1.43 1.59 -2.04 0.237
```

---

Arrangement four

This record from the Open Molecules 2025 dataset describes an isolated molecule of C6H10N2. The level of theory is ωB97M-V/def2-TZVPD.

Its HOMO-LUMO gap is 6.323 eV. The LUMO energy comes out at 0.44 eV.

```
18
Properties=species:S:1:pos:R:3:mulliken_charge:R:1
C 1.70 0.82 1.25 -0.911
C -1.25 0.72 -0.66 -0.186
C -0.66 -0.01 -1.77 -0.431
C 0.10 -1.10 -1.46 -0.089
C 0.33 -1.38 -0.13 -0.530
C -0.30 -0.76 0.95 -0.095
H -0.18 1.40 1.24 0.449
H 0.46 1.33 -0.20 0.384
H 2.32 -0.14 1.18 0.260
H 2.36 1.74 1.00 0.301
H 1.56 1.02 2.34 0.340
H -1.94 1.59 -0.98 0.307
H -0.68 0.52 -2.80 0.255
H 0.91 -1.70 -2.10 0.221
H 0.98 -2.20 0.23 0.403
H -0.06 -0.86 2.02 0.420
N 0.42 0.77 0.69 -0.420
N -1.17 0.30 0.59 -0.677
```

---

Energies relative to the most stable structure, in hartree: arrangement one 0.1083; arrangement two 0.0426; arrangement three 0.0000; arrangement four 0.2751.

---

Arrangement one

This record from the Open Molecules 2025 dataset describes a cluster of 12 separate species, H24O12 in total. The level of theory is ωB97M-V/def2-TZVPD.

Its HOMO-LUMO gap is 10.819 eV. The LUMO energy comes out at -0.15 eV. As for the structure (SMILES): O.O.O.O.O.O.O.O.O.O.O.O.

```
36
Properties=species:S:1:pos:R:3:mulliken_charge:R:1
O 3.33 0.23 -3.42 -0.629
H 4.04 0.45 -2.83 0.315
H 2.76 -0.36 -2.92 0.315
O 0.27 -0.57 0.04 -0.649
H -0.09 0.20 -0.39 0.332
H -0.25 -0.68 0.83 0.309
O -1.29 -0.95 4.10 -0.632
H -2.22 -0.83 3.90 0.323
H -1.24 -0.95 5.05 0.312
O -1.58 3.61 4.19 -0.625
H -1.32 2.77 3.79 0.317
H -0.81 3.91 4.66 0.309
O -2.67 -1.00 -4.06 -0.639
H -3.52 -1.33 -3.77 0.319
H -2.74 -0.96 -5.02 0.324
O 4.91 -1.02 2.57 -0.632
H 5.37 -1.78 2.91 0.318
H 4.70 -1.26 1.66 0.314
O -2.10 2.44 -1.91 -0.634
H -2.10 2.03 -2.78 0.325
H -3.00 2.33 -1.60 0.312
O -4.96 -2.09 0.56 -0.641
H -5.69 -2.55 0.97 0.321
H -4.21 -2.68 0.67 0.320
O 0.33 5.98 -1.48 -0.638
H 0.10 5.05 -1.41 0.309
H 0.98 6.12 -0.80 0.322
O 1.25 -5.22 0.52 -0.635
H 1.11 -4.27 0.52 0.321
H 2.01 -5.35 -0.05 0.312
O 0.42 -4.06 -3.99 -0.627
H 0.83 -4.67 -3.38 0.314
H -0.10 -3.48 -3.43 0.312
O 2.41 3.84 1.77 -0.624
H 2.73 2.94 1.86 0.318
H 2.35 4.17 2.66 0.308
```

---

Arrangement two

This record from the Open Molecules 2025 dataset describes a cluster of 12 separate species, H24O12 in total. The level of theory is ωB97M-V/def2-TZVPD.

Its HOMO-LUMO gap is 10.674 eV. The LUMO energy comes out at -0.20 eV. As for the structure (SMILES): O.O.O.O.O.O.O.O.O.O.O.O.

```
36
Properties=species:S:1:pos:R:3:mulliken_charge:R:1
O -1.15 4.83 2.85 -0.630
H -0.49 5.25 3.39 0.317
H -1.21 3.94 3.18 0.316
O 2.52 -2.56 1.56 -0.631
H 2.79 -2.92 2.41 0.317
H 3.21 -1.94 1.33 0.318
O 1.62 -6.41 -0.57 -0.631
H 1.81 -5.59 -0.10 0.313
H 2.12 -7.07 -0.10 0.315
O 5.74 2.97 -0.12 -0.643
H 6.42 3.16 -0.77 0.322
H 4.92 3.23 -0.54 0.318
O -0.71 -3.17 -4.14 -0.633
H 0.17 -3.02 -3.80 0.315
H -1.22 -2.42 -3.82 0.317
O -4.22 5.15 -0.72 -0.635
H -3.54 5.11 -0.04 0.316
H -4.24 6.07 -0.99 0.316
O 3.82 -1.40 -3.03 -0.628
H 4.02 -0.47 -3.15 0.314
H 4.64 -1.78 -2.70 0.315
O -4.66 -1.22 -1.63 -0.627
H -3.99 -0.78 -1.10 0.312
H -5.28 -1.56 -0.99 0.313
O -3.74 -0.69 3.98 -0.628
H -2.87 -0.31 3.94 0.313
H -4.30 0.02 4.31 0.316
O 1.75 4.85 -0.60 -0.629
H 1.24 4.88 0.21 0.322
H 1.77 5.76 -0.91 0.312
O -0.46 0.71 -0.23 -0.642
H 0.18 0.02 -0.02 0.319
H 0.07 1.43 -0.58 0.321
O -2.48 -4.91 0.95 -0.624
H -1.56 -5.08 1.15 0.310
H -2.66 -4.07 1.37 0.315
```

---

Energies relative to the most stable structure, in hartree: arrangement one 0.0000; arrangement two 0.0061.

---

Arrangement one

This record from the Open Molecules 2025 dataset describes a cluster of 11 separate species, H24O12 in total. The level of theory is ωB97M-V/def2-TZVPD.

Its HOMO-LUMO gap is 7.700 eV. The LUMO energy comes out at -0.33 eV.

```
36
Properties=species:S:1:pos:R:3:mulliken_charge:R:1
H -0.27 -0.44 -1.85 0.346
H -0.05 -0.82 -0.37 0.011
H -3.05 -0.19 -2.66 0.286
H -3.12 0.75 -1.37 0.209
H 5.05 0.60 -0.49 0.314
H 4.29 -0.75 -0.44 0.308
H -0.04 0.55 3.20 0.312
H 0.08 0.88 1.72 0.310
H -1.53 -1.72 -0.49 0.454
H -2.64 -1.76 -1.35 0.335
H -0.04 4.24 -1.13 0.292
H 1.24 4.61 -0.42 0.283
H -3.80 2.07 1.72 0.289
H -3.47 1.06 0.71 0.301
H 1.14 1.69 -1.05 0.254
H -0.28 2.18 -1.11 0.287
H 3.66 -0.96 1.54 0.263
H 2.75 -1.40 2.66 0.309
H 1.62 -1.02 -2.57 0.191
H 2.59 -1.82 -1.87 0.235
H -3.62 -2.27 0.59 0.394
H -3.93 -2.05 2.13 0.279
H 1.04 -1.85 0.74 0.195
H 0.56 -2.30 -0.63 0.410
O -0.47 -0.16 -0.93 -0.553
O -2.68 0.08 -1.81 -0.516
O 5.03 -0.25 -0.84 -0.617
O 0.60 0.96 2.53 -0.607
O -2.35 -2.15 -0.48 -0.647
O 0.45 4.06 -0.33 -0.554
O -3.33 2.00 0.92 -0.591
O 0.56 2.20 -0.49 -0.583
O 3.64 -1.18 2.48 -0.584
O 1.75 -1.48 -1.72 -0.408
O -4.31 -2.03 1.27 -0.674
O 1.33 -1.94 -0.23 -0.536
```

---

Arrangement two

This record from the Open Molecules 2025 dataset describes a cluster of 12 separate species, H24O12 in total. The level of theory is ωB97M-V/def2-TZVPD.

Its HOMO-LUMO gap is 8.562 eV. The LUMO energy comes out at -0.02 eV. As for the structure (SMILES): O.O.O.O.O.O.O.O.O.O.O.O.

```
36
Properties=species:S:1:pos:R:3:mulliken_charge:R:1
O -0.03 -0.73 0.07 -0.470
H 0.74 -0.99 -0.45 0.245
H 0.30 -0.68 0.97 0.226
O 2.30 -1.68 -2.06 -0.597
H 2.53 -0.76 -1.93 0.302
H 2.42 -1.82 -3.01 0.278
O -0.89 2.86 2.03 -0.610
H -1.71 3.35 2.16 0.293
H -0.94 2.53 1.13 0.313
O -2.25 0.76 -1.24 -0.606
H -2.15 1.59 -1.71 0.346
H -2.80 0.98 -0.48 0.290
O 2.42 2.23 2.15 -0.606
H 2.61 2.81 2.89 0.297
H 1.71 2.67 1.67 0.306
O 3.15 2.18 -1.47 -0.579
H 3.44 3.07 -1.23 0.281
H 2.76 2.29 -2.34 0.307
O -2.47 -2.41 -1.32 -0.574
H -2.83 -2.49 -2.21 0.253
H -1.93 -3.20 -1.21 0.279
O -2.46 -0.97 0.75 -0.596
H -1.96 -1.35 0.01 0.398
H -2.89 -1.73 1.15 0.290
O -0.83 2.68 -2.76 -0.665
H -0.37 2.37 -3.55 0.311
H -0.58 2.04 -2.08 0.302
O 1.70 -1.12 3.53 -0.627
H 1.19 -0.36 3.23 0.310
H 2.15 -1.43 2.73 0.314
O 3.32 -3.27 0.27 -0.590
H 3.19 -3.52 -0.65 0.300
H 4.24 -3.51 0.44 0.293
O -4.21 -0.43 1.53 -0.648
H -4.54 -0.90 0.75 0.355
H -4.34 -1.06 2.25 0.277
```

---

Arrangement three

This record from the Open Molecules 2025 dataset describes a cluster of 12 separate species, H24O12 in total. The level of theory is ωB97M-V/def2-TZVPD.

Its HOMO-LUMO gap is 9.790 eV. The LUMO energy comes out at -0.30 eV. As for the structure (SMILES): O.O.O.O.O.O.O.O.O.O.O.O.

```
36
Properties=species:S:1:pos:R:3:mulliken_charge:R:1
O -19.31 -8.38 -8.23 -0.630
H -18.46 -8.56 -8.65 0.322
H -19.91 -8.06 -8.89 0.302
O -16.08 -12.79 -9.17 -0.676
H -15.46 -12.51 -8.51 0.286
H -16.43 -13.66 -8.92 0.320
O -15.89 -12.18 -3.59 -0.596
H -15.84 -11.69 -2.77 0.297
H -16.37 -11.68 -4.26 0.298
O -16.56 -7.38 -6.75 -0.691
H -16.45 -8.21 -7.28 0.410
H -16.86 -6.76 -7.39 0.300
O -16.92 -8.55 -9.45 -0.520
H -16.52 -7.80 -9.93 0.257
H -16.07 -8.99 -9.48 0.229
O -14.70 -10.39 -5.47 -0.738
H -15.20 -10.51 -6.29 0.431
H -15.12 -9.73 -4.91 0.312
O -18.15 -11.78 -5.68 -0.647
H -17.82 -12.57 -6.19 0.323
H -19.03 -11.56 -5.91 0.259
O -18.35 -11.21 -9.20 -0.523
H -18.87 -11.77 -8.64 0.179
H -17.67 -11.80 -9.56 0.376
O -16.69 -8.87 -4.32 -0.601
H -17.50 -9.07 -3.92 0.266
H -16.88 -8.31 -5.08 0.335
O -14.37 -12.98 -6.18 -0.658
H -13.77 -13.14 -6.89 0.278
H -14.39 -12.01 -6.01 0.419
O -18.19 -10.02 -11.72 -0.622
H -18.53 -9.16 -11.87 0.293
H -18.01 -9.81 -10.81 0.323
O -16.44 -10.48 -7.39 -0.504
H -16.93 -10.60 -8.19 0.221
H -17.01 -10.71 -6.65 0.373
```

---

Energies relative to the most stable structure, in hartree: arrangement one 0.3242; arrangement two 0.0814; arrangement three 0.0000.